Below is 3 unconnected molecules or ions with the total composition C42H74O4, with properties calculated with ωB97M-V with the def2-TZVPD basis set.

Calculated values
- DFT total energy (eV) = -52943.9484
- structure (SMILES) = COCCCCCCCCCCCCC1=C(CCCCCCOC)C(=O)c2ccccc2C1=O.CCCCCC.CCCCCC
- HOMO level (eV) = -9.6
- frontier orbital gap (eV) = 8.499

Structure (XYZ):
```
120
Properties=species:S:1:pos:R:3:forces:R:3:lowdin_charge:R:1
C 6.68232 -0.54023 1.69825 0.03 0.01 0.02 -0.11
O 7.75070 -0.88597 2.54978 -0.02 0.15 0.05 -0.17
C 8.00973 -2.26161 2.73162 0.06 -0.19 0.01 -0.24
C 9.11512 -2.80098 1.83990 0.09 0.07 0.06 -0.19
C 8.80805 -2.85445 0.34692 0.05 -0.05 0.01 -0.20
C 7.70555 -3.86161 -0.03356 0.00 0.07 -0.16 -0.19
C 6.49459 -3.26211 -0.77229 0.18 -0.07 -0.07 -0.20
C 6.56154 -3.38310 -2.30725 -0.12 0.15 -0.07 -0.20
C 6.78024 -2.05104 -3.03148 0.08 -0.16 0.11 -0.21
C 5.65324 -1.02676 -2.84100 -0.06 0.12 -0.18 -0.20
C 4.60729 -1.01438 -3.97524 0.09 -0.13 0.05 -0.20
C 3.26990 -1.64143 -3.57625 0.05 -0.03 -0.02 -0.20
C 2.35435 -0.69233 -2.77730 0.07 -0.10 -0.08 -0.19
C 0.99332 -0.54241 -3.46413 0.15 0.01 -0.08 -0.13
C -0.10058 0.20466 -2.74235 -0.15 -0.17 0.12 -0.06
C -1.38526 -0.20274 -2.80010 0.18 0.01 0.02 -0.08
C -1.86811 -1.41882 -3.53322 -0.11 0.07 -0.08 -0.14
C -2.05795 -2.57934 -2.55659 0.03 -0.19 0.10 -0.19
C -2.85138 -3.76507 -3.11670 -0.02 0.01 0.07 -0.20
C -3.74136 -4.41209 -2.05760 0.06 -0.16 -0.01 -0.20
C -2.97192 -4.94171 -0.83546 -0.14 0.00 0.05 -0.16
C -3.58287 -4.57633 0.50770 -0.07 -0.10 0.05 -0.25
O -4.53708 -5.55936 0.86945 -0.02 -0.06 -0.21 -0.18
C -4.98125 -5.47254 2.20307 -0.04 0.08 0.17 -0.10
C -2.46768 0.49394 -2.03570 0.05 -0.14 0.00 -0.28
O -3.62123 0.12666 -2.12916 -0.02 0.05 -0.06 0.11
C -2.08919 1.58201 -1.10735 0.44 -0.08 -0.19 -0.09
C -3.04045 2.12615 -0.27104 -0.42 0.09 0.22 -0.02
C -2.67809 3.09918 0.63539 0.12 0.20 0.13 -0.07
C -1.35978 3.53793 0.68535 -0.15 0.30 0.35 -0.07
C -0.40782 3.02186 -0.16191 0.11 -0.34 -0.31 0.00
C -0.76900 2.02152 -1.06061 -0.14 0.07 0.07 -0.08
C 0.25333 1.43213 -1.96784 0.18 0.14 -0.05 -0.27
O 1.34708 1.95496 -2.06167 -0.13 -0.12 -0.11 0.11
H 5.94652 -1.34526 1.63123 -0.05 -0.04 0.00 0.08
H 6.19319 0.34170 2.10946 0.00 0.05 0.03 0.09
H 7.03122 -0.29791 0.69092 0.00 -0.03 -0.06 0.07
H 8.32366 -2.37898 3.77046 -0.02 0.02 0.05 0.12
H 7.09200 -2.84937 2.60805 -0.09 0.06 -0.05 0.11
H 10.00321 -2.18643 2.00413 0.02 0.02 0.02 0.11
H 9.36127 -3.80405 2.20189 0.02 -0.07 -0.03 0.12
H 9.73336 -3.11707 -0.16772 0.03 0.04 -0.05 0.11
H 8.55281 -1.85028 0.00292 -0.05 0.02 -0.04 0.10
H 8.14970 -4.62289 -0.67624 -0.04 -0.15 0.06 0.10
H 7.36736 -4.38943 0.85959 -0.01 0.04 0.09 0.10
H 6.42982 -2.20574 -0.51311 -0.14 0.02 0.08 0.07
H 5.57876 -3.72932 -0.41063 -0.05 -0.03 0.04 0.11
H 7.37031 -4.06157 -2.58284 0.01 -0.08 -0.03 0.10
H 5.64213 -3.83596 -2.68708 -0.03 -0.03 0.00 0.10
H 7.73411 -1.63144 -2.70153 0.00 0.04 0.07 0.11
H 6.89594 -2.25913 -4.09677 0.07 0.07 -0.07 0.10
H 6.09082 -0.03344 -2.74087 0.01 0.04 0.01 0.11
H 5.13058 -1.22422 -1.90291 0.04 0.08 0.12 0.10
H 4.44599 0.01142 -4.31179 -0.12 0.03 -0.03 0.11
H 5.00710 -1.54960 -4.83933 0.05 -0.03 -0.01 0.10
H 3.47987 -2.53846 -2.98909 -0.05 -0.09 -0.02 0.10
H 2.75702 -1.99015 -4.47598 -0.09 0.06 -0.03 0.10
H 2.83387 0.27673 -2.70382 0.01 0.11 0.14 0.09
H 2.21610 -1.06886 -1.76295 -0.05 0.05 0.09 0.12
H 1.15770 -0.07301 -4.44052 0.00 0.05 -0.02 0.14
H 0.63341 -1.54826 -3.67339 -0.04 0.00 -0.03 0.10
H -1.19603 -1.69416 -4.34199 -0.01 -0.01 -0.05 0.11
H -2.83295 -1.17475 -3.97758 -0.05 -0.03 -0.01 0.12
H -2.57659 -2.20656 -1.67080 -0.04 0.07 0.01 0.11
H -1.07786 -2.91849 -2.21172 0.06 0.06 0.04 0.11
H -2.17214 -4.51575 -3.52677 0.04 0.00 -0.10 0.11
H -3.48626 -3.42594 -3.93734 0.00 0.01 -0.07 0.11
H -4.47994 -3.67662 -1.73182 -0.04 0.06 0.02 0.11
H -4.29787 -5.23131 -2.51407 -0.10 0.02 -0.01 0.11
H -2.93286 -6.03037 -0.87448 0.14 -0.05 0.03 0.12
H -1.93999 -4.59023 -0.83978 0.03 0.09 -0.08 0.10
H -4.08329 -3.60144 0.45104 0.07 0.12 0.02 0.11
H -2.80718 -4.50698 1.27905 0.04 -0.08 0.04 0.12
H -4.54467 -6.27333 2.80491 0.05 -0.03 0.02 0.09
H -4.71652 -4.51705 2.66397 0.02 0.01 -0.05 0.06
H -6.06658 -5.56752 2.23409 -0.04 -0.04 -0.05 0.09
H -4.05839 1.76713 -0.32319 -0.03 -0.04 -0.06 0.12
H -3.41177 3.52392 1.30689 -0.03 0.00 0.01 0.11
H -1.06511 4.29596 1.39888 -0.08 0.04 0.05 0.11
H 0.61372 3.36728 -0.12644 0.10 -0.02 -0.06 0.12
C -3.28154 6.43142 -1.36496 0.03 0.11 0.05 -0.10
C -2.23158 7.53403 -1.25481 0.00 -0.09 0.01 -0.26
C -1.57973 7.60897 0.12542 0.04 0.02 -0.01 -0.23
C -2.53713 7.92555 1.27516 -0.02 -0.03 0.00 -0.23
C -3.31323 9.23215 1.12059 0.03 0.04 0.03 -0.27
C -2.41926 10.46643 1.04865 -0.06 -0.02 -0.02 -0.11
H -4.11791 6.60320 -0.68435 0.00 0.00 -0.01 0.07
H -3.68735 6.37526 -2.37525 0.00 -0.05 -0.01 0.07
H -2.84340 5.46366 -1.11200 -0.03 -0.03 -0.05 0.06
H -2.67609 8.49868 -1.51471 0.00 0.01 0.01 0.10
H -1.44842 7.35330 -1.99558 0.00 0.01 -0.01 0.11
H -0.77762 8.35174 0.10066 -0.01 0.00 0.02 0.10
H -1.09349 6.65064 0.33551 0.01 0.00 -0.03 0.09
H -1.96109 7.96302 2.20547 -0.01 0.01 0.01 0.11
H -3.24866 7.10315 1.39574 0.01 -0.01 -0.01 0.10
H -3.99457 9.33349 1.96930 -0.01 0.00 -0.01 0.10
H -3.94552 9.18747 0.22966 -0.01 -0.02 0.00 0.10
H -1.78967 10.54249 1.93771 0.02 0.00 0.00 0.07
H -3.01533 11.37735 0.98268 0.01 0.01 0.01 0.07
H -1.76445 10.44026 0.17652 0.01 0.00 0.00 0.06
C -5.77946 -2.18019 5.93867 0.04 0.05 0.01 -0.11
C -5.35424 -0.81104 5.41656 -0.04 -0.03 0.01 -0.27
C -5.73486 -0.57079 3.95661 0.00 0.02 -0.01 -0.23
C -5.10528 -1.54823 2.96288 0.00 0.00 0.01 -0.23
C -3.57872 -1.59759 2.99311 0.03 0.01 -0.10 -0.26
C -2.91901 -0.26536 2.64781 0.00 -0.07 0.08 -0.10
H -5.28597 -2.98931 5.39796 0.00 -0.01 -0.01 0.06
H -5.52827 -2.29176 6.99411 -0.01 -0.01 0.00 0.07
H -6.85790 -2.31731 5.83534 -0.01 -0.02 -0.02 0.08
H -4.27515 -0.69058 5.54635 0.01 0.02 -0.01 0.10
H -5.82021 -0.03451 6.02854 0.01 0.00 0.01 0.10
H -5.46634 0.45345 3.68297 0.01 -0.01 -0.01 0.10
H -6.82336 -0.63132 3.85939 -0.01 0.00 0.01 0.11
H -5.43002 -1.27526 1.95351 0.01 -0.01 -0.01 0.11
H -5.49837 -2.55337 3.14129 -0.02 0.06 0.01 0.08
H -3.24571 -2.35568 2.27785 0.02 0.05 0.06 0.08
H -3.23062 -1.93446 3.97352 -0.02 -0.02 0.02 0.10
H -3.24076 0.08847 1.66660 -0.01 -0.01 -0.01 0.06
H -1.83238 -0.36177 2.63080 0.01 0.03 -0.02 0.07
H -3.16823 0.50687 3.37818 0.01 0.01 -0.01 0.07
```
Positions in Å, forces in eV/Å.